[1]
Molecular formula: C19H20Cl2NOP2Pd
Method: DFT, the ωB97M-V functional and the def2-TZVPD basis

The geometry in XYZ format:
```
46
Properties=species:S:1:pos:R:3:mulliken_charge:R:1
Pd -0.0870 0.3546 0.1135 -0.377
Cl 0.8080 -0.2600 5.1541 0.106
C 1.9840 -0.1683 3.9349 -0.029
C 3.3406 -0.2368 4.2327 -0.258
C 4.3209 -0.2118 3.2455 0.495
Cl 5.9616 -0.2171 3.6725 -0.024
C 3.9302 -0.2102 1.8599 0.542
C 4.8364 -0.3207 0.7903 -0.642
C 4.3718 -0.3886 -0.5047 -0.756
C 2.9903 -0.3123 -0.7339 -0.350
N 2.1308 -0.1521 0.2516 -0.369
C 2.5531 -0.1170 1.5369 0.396
C 1.5322 -0.0030 2.5714 0.773
O 0.3293 0.2229 2.2806 -0.534
H 3.6353 -0.3094 5.2710 0.541
H 5.8956 -0.3642 0.9942 0.482
H 5.0504 -0.5047 -1.3376 0.461
H 2.5884 -0.3871 -1.7403 0.523
C -3.2332 -1.0633 0.9918 -1.314
P -2.4783 0.1286 -0.1562 1.096
C -3.4331 0.0625 -1.7082 -1.135
C -2.8162 1.8165 0.5484 0.715
C -4.0504 1.9924 1.1693 -0.587
C -4.4047 3.2360 1.6676 -0.785
C -3.5292 4.3058 1.5843 -0.914
C -2.3094 4.1475 0.9489 -0.628
C -1.9289 2.9026 0.4554 0.261
P -0.2354 2.7479 -0.2406 1.159
C 0.8839 3.5891 0.9340 -1.225
C -0.2579 3.7753 -1.7508 -1.128
H -4.3239 -1.0392 0.9310 0.448
H -2.9107 -0.8481 2.0144 0.442
H -2.9159 -2.0774 0.7288 0.407
H -4.4690 0.3260 -1.4822 0.422
H -3.4161 -0.9456 -2.1251 0.423
H -3.0436 0.7584 -2.4507 0.388
H -4.7577 1.1798 1.2278 0.345
H -5.3821 3.3621 2.1146 0.430
H -3.7834 5.2585 2.0277 0.444
H -1.6311 4.9851 0.8653 0.324
H 0.7359 4.6708 0.9263 0.462
H 1.9161 3.3873 0.6379 0.367
H 0.7141 3.2027 1.9400 0.365
H -0.5778 4.7829 -1.4754 0.414
H -0.9500 3.3701 -2.4881 0.381
H 0.7417 3.8236 -2.1832 0.443
```

lowest unoccupied orbital energy (spin up / spin down) = -0.3876 / -0.5385 Eh
highest occupied orbital energy (spin up / spin down) = -17.0 / -17.4 eV
net charge = +3
expectation value of S² = 6.027
molar mass = 517.65 g/mol
energy above the lowest of the compared OMol25 structures with the same formula, charge and spin = 0.8071 eV
multiplicity = 5
gap between HOMO and LUMO (spin up / spin down) = 6.407 / 2.793 eV
max |F| = 3.0 eV/A



[2]
Molecular formula: C21H24F3N3O4
Method: DFT, the ωB97M-V functional and the def2-TZVPD basis

The geometry in XYZ format:
```
55
Properties=species:S:1:pos:R:3:mulliken_charge:R:1
C -5.0507 -0.8350 -0.0281 -1.061
C -4.8244 0.5426 -0.6408 -0.664
N -3.4751 1.0267 -0.3659 0.348
C -3.0214 2.0227 -1.3301 -1.185
C -1.5250 2.2726 -1.1213 0.655
O -1.1014 3.2692 -0.5848 -0.621
N -0.7710 1.2434 -1.5873 0.074
C 0.5887 0.9857 -1.3695 -0.282
C 1.1566 -0.1141 -1.9988 -1.077
C 2.4683 -0.4575 -1.7346 -0.468
C 3.2495 0.2693 -0.8458 1.390
O 4.5381 -0.0864 -0.5211 -0.410
C 5.0862 -1.2388 -1.1077 -0.987
C 2.6891 1.4082 -0.2367 0.187
O 3.2865 2.2416 0.6549 -0.453
C 4.6633 2.1565 0.9432 -0.854
C 1.3685 1.7468 -0.5133 -0.419
C -3.3062 1.5105 0.9980 -1.069
C -1.9782 1.0865 1.6212 0.692
O -1.4906 1.6619 2.5618 -0.689
N -1.4814 -0.0399 1.0251 0.388
C -0.2671 -0.6703 1.2436 0.153
C 0.7120 -0.1097 2.0652 -0.791
C 1.9236 -0.7418 2.2487 -0.507
C 2.1971 -1.9475 1.6221 -0.671
C 1.2396 -2.5236 0.8121 -0.821
C 0.0131 -1.8980 0.6218 0.613
C -1.0177 -2.5671 -0.2324 0.708
F -0.6123 -3.7275 -0.7558 -0.313
F -2.1597 -2.8360 0.4360 -0.264
F -1.4131 -1.8131 -1.2926 -0.221
H -4.3325 -1.5471 -0.4243 0.130
H -4.9508 -0.8160 1.0540 0.311
H -6.0510 -1.1827 -0.2716 0.456
H -5.5886 1.2478 -0.2786 0.357
H -4.9354 0.4622 -1.7246 0.349
H -3.1964 1.6435 -2.3398 0.458
H -3.5488 2.9826 -1.2139 0.361
H -1.2581 0.4994 -2.0674 0.228
H 0.5761 -0.7137 -2.6831 0.441
H 2.8776 -1.3237 -2.2278 0.379
H 5.1600 -1.1455 -2.1961 0.355
H 4.5077 -2.1339 -0.8566 0.337
H 6.0878 -1.3278 -0.6885 0.270
H 4.8652 3.0000 1.6033 0.315
H 5.2723 2.2482 0.0413 0.298
H 4.9159 1.2251 1.4540 0.238
H 0.9605 2.6141 -0.0233 0.617
H -4.0919 1.1043 1.6407 0.547
H -3.3631 2.6053 1.0645 0.306
H -2.0855 -0.3674 0.2762 -0.049
H 0.5055 0.8294 2.5492 0.501
H 2.6644 -0.2841 2.8858 0.435
H 3.1464 -2.4388 1.7675 0.471
H 1.4327 -3.4666 0.3239 0.502
```

lowest unoccupied orbital energy = 0.0239 Eh
SMILES string = CCN(CC(=O)Nc1ccc(OC)c(OC)c1)CC(=O)Nc1ccccc1C(F)(F)F
highest occupied orbital energy = -7.7 eV
molar mass = 439.43 g/mol
energy above the lowest of the compared OMol25 structures with the same formula, charge and spin = 0.0000 eV
gap between HOMO and LUMO = 8.339 eV
max |F| = 0.7 eV/A



[3]
Molecular formula: C25H57BBr2ClN2O9S6
Method: DFT, the ωB97M-V functional and the def2-TZVPD basis

The geometry in XYZ format:
```
103
Properties=species:S:1:pos:R:3:mulliken_charge:R:1
C -4.6750 -0.5653 -0.5051 -0.467
C -4.0595 -2.0588 -0.5245 -0.340
O -2.6637 -2.1460 -0.1219 -0.240
C -1.7838 -1.7116 -1.2165 -0.902
C -0.3296 -1.2682 -0.7237 -0.082
C 1.0372 -1.9431 -1.0802 0.436
C 0.9152 -3.2281 -2.0770 -0.578
Br -0.1355 -4.7288 -1.2264 -0.103
C 0.3482 -2.8229 -3.5461 0.085
C 1.4268 -2.9693 -4.7337 -0.829
N 2.3668 -1.6346 -0.7408 -1.280
N 2.5526 -0.5867 0.0738 0.814
Cl 4.2253 -0.2994 0.4189 0.071
C 1.4316 0.1711 0.5637 0.742
C 1.8085 1.3800 1.5789 -0.762
Br 2.6329 0.7110 3.2974 0.042
C 2.6855 2.5644 0.8735 -0.246
C 2.4940 2.6376 -0.7263 -0.781
C -0.0775 -0.0144 0.2481 0.134
B -1.3678 0.8207 0.7230 1.336
O -2.0480 1.8758 -0.0130 -0.588
O -1.9403 0.4909 2.0262 -0.673
H -5.4760 -0.4912 -1.3412 0.333
H -5.0899 -0.2361 0.5084 0.217
H -3.8757 0.2299 -0.7974 -0.088
H -4.2038 -2.4852 -1.5967 0.276
H -4.7123 -2.6778 0.2107 0.298
H -2.2434 -0.7860 -1.7554 0.376
H -1.8028 -2.5617 -1.9829 0.247
H 1.9576 -3.7007 -2.2767 0.534
H -0.5192 -3.5689 -3.7568 0.176
H -0.1561 -1.7859 -3.4804 0.290
H 2.5015 -3.2031 -4.3953 0.076
H 1.3774 -1.9848 -5.3468 0.225
H 1.0145 -3.7872 -5.4482 0.242
H 0.8808 1.9468 1.9774 0.316
H 3.7972 2.3356 1.1218 0.305
H 2.4525 3.6022 1.3466 0.264
H 1.3789 2.6351 -0.9935 0.129
H 3.1012 1.8373 -1.2966 0.165
H 2.9104 3.6566 -1.0985 0.375
H -1.3111 2.4862 -0.2869 0.286
H -1.2039 0.4210 2.7013 0.316
C -2.5335 -7.8318 -4.9004 -1.019
S -1.3394 -7.0544 -3.7920 0.534
O -1.0120 -5.7077 -4.3585 -0.591
C 0.0349 -8.1567 -4.1874 -0.940
H -3.4701 -7.2749 -4.8442 0.321
H -2.1607 -7.8101 -5.9262 0.309
H -2.7074 -8.8624 -4.5857 0.387
H 0.2509 -8.1148 -5.2568 0.313
H -0.2200 -9.1771 -3.8952 0.400
H 0.9135 -7.8298 -3.6276 0.278
C 1.7903 4.6683 7.6033 -0.976
S 2.4028 3.9645 6.0575 0.515
O 1.2550 3.9209 5.0973 -0.554
C 2.6420 2.2910 6.6879 -0.765
H 1.5378 5.7156 7.4297 0.299
H 0.8986 4.1307 7.9316 0.313
H 2.5682 4.6068 8.3667 0.380
H 1.6976 1.8981 7.0699 0.283
H 3.3924 2.3008 7.4807 0.414
H 2.9921 1.6616 5.8672 0.022
C -1.9248 -2.9917 3.7566 -0.698
S -0.1781 -2.5376 3.7764 0.295
O -0.0803 -1.1123 3.3259 -0.487
C 0.3061 -3.5793 2.3832 -0.492
H -2.4384 -2.4223 4.5331 0.357
H -2.3619 -2.7540 2.7844 -0.014
H -2.0274 -4.0585 3.9642 0.411
H -0.2681 -3.3059 1.4954 -0.237
H 0.1332 -4.6274 2.6340 0.532
H 1.3698 -3.4257 2.1884 0.306
C 0.9702 7.4051 3.4224 -0.752
S 1.0579 6.3393 1.9690 0.689
O 2.5023 6.0347 1.7210 -0.664
C 0.5563 7.5997 0.7766 -1.022
H 1.2829 6.8265 4.2931 0.036
H 1.6357 8.2617 3.2984 0.354
H -0.0573 7.7452 3.5652 0.362
H 1.2469 8.4445 0.8138 0.324
H -0.4581 7.9335 1.0033 0.356
H 0.5764 7.1596 -0.2225 0.318
C 6.8405 -1.6152 -5.0269 -0.996
S 5.1718 -2.1411 -4.5819 0.566
O 4.7091 -3.1065 -5.6255 -0.620
C 4.3754 -0.5548 -4.9180 -0.839
H 7.5104 -2.4704 -4.9257 0.334
H 6.8582 -1.2620 -6.0597 0.307
H 7.1658 -0.8206 -4.3526 0.360
H 4.5415 -0.2668 -5.9579 0.349
H 4.7805 0.2063 -4.2480 0.370
H 3.3036 -0.6602 -4.7384 0.166
C -4.8456 3.2492 1.0227 -0.592
S -6.5067 2.7163 1.4797 0.479
O -6.9644 1.7480 0.4353 -0.595
C -7.3246 4.2924 1.1501 -0.949
H -4.1747 2.3946 1.1197 -0.170
H -4.8356 3.6012 -0.0109 0.338
H -4.5163 4.0455 1.6933 0.465
H -7.1675 4.5838 0.1096 0.300
H -6.9258 5.0574 1.8190 0.351
H -8.3940 4.1732 1.3350 0.334
```

lowest unoccupied orbital energy = -0.1705 Eh
highest occupied orbital energy = -10.4 eV
net charge = +1
molar mass = 928.21 g/mol
gap between HOMO and LUMO = 5.732 eV
max |F| = 6.6 eV/A



Look up the max |F| of the first one. 3.0 eV/A